No. 1
Molecular formula: C28H42CaNO2Si
Method: DFT, ωB97M-V/def2-TZVPD

Structure (XYZ):
```
75
C28H42CaNO2Si ωB97M-V/def2-TZVPD
H 5.582 4.995 2.073
C -2.724 -4.848 -1.588
H -0.889 -2.863 -3.363
N -3.209 -2.210 -0.341
C 7.337 4.213 -0.854
H -0.781 2.189 1.951
H -2.122 -2.168 3.335
C 6.167 4.755 0.012
C -0.932 -3.065 1.658
H -7.792 -2.299 -0.353
H 1.135 2.515 0.493
C 0.865 -1.653 1.909
H -1.171 -1.269 -2.631
H -5.612 -1.642 -1.352
H 2.698 1.812 -2.008
H -1.569 -3.876 1.304
H 1.877 -1.252 1.852
H 3.809 0.477 -1.690
H 1.940 -0.994 -1.139
O 0.860 0.536 -0.176
H -3.543 -3.305 2.051
C -0.150 -1.236 2.814
H -3.664 -5.242 -1.175
C 6.283 3.206 -1.291
H 6.541 2.165 -1.065
Si -2.820 -2.991 -1.836
C 3.033 1.470 0.108
C -1.629 1.700 1.476
Ca -1.279 -0.714 0.412
C -5.698 -3.452 2.094
C -1.241 -2.139 2.693
H -3.718 -3.321 -4.085
H -4.198 -1.705 -3.497
H 7.653 4.893 -1.646
C -6.896 -3.192 1.409
H 1.543 1.224 1.685
H 8.157 3.779 -0.275
C 0.380 -2.778 1.187
H -4.534 0.025 1.397
H 3.586 0.746 0.724
H -0.334 -2.575 -1.708
H -2.554 -5.305 -2.576
C -4.409 -2.475 0.250
O 5.235 3.713 -0.405
H 6.554 6.854 -0.159
C 2.901 0.970 -1.334
H 4.826 6.460 0.045
H -3.796 1.031 -1.005
C -5.650 -2.160 -0.392
H 3.554 2.426 0.172
C -4.075 -2.758 -3.207
C -1.991 1.794 0.098
H -7.851 -3.484 1.848
H 6.798 3.726 1.801
C -6.863 -2.528 0.175
H -0.078 -0.404 3.515
C 5.760 6.141 -0.433
H 5.964 3.318 -2.333
C -4.479 -3.090 1.536
C -1.147 -2.352 -2.420
H -1.442 2.339 -0.669
H -2.683 0.748 3.211
H 1.071 0.166 -2.222
C -3.617 0.570 1.185
C 1.603 1.522 0.626
C 6.467 4.722 1.488
C 1.672 0.067 -1.305
H 5.625 6.182 -1.520
C -2.639 0.948 2.145
H -5.709 -3.945 3.066
H 7.269 5.436 1.723
H -5.064 -3.156 -2.935
H 0.941 -3.366 0.458
H -1.905 -5.133 -0.914
C -3.231 1.108 -0.077
```

F_max = 2.4 eV/Å
energy = -61621.6965 eV
LUMO = 1.91 eV
ΔE to the lowest compared entry with this formula, charge and spin = 0.0 kJ/mol
HOMO = -3.44 eV
total charge = -1
HOMO-LUMO gap = 5.36 eV

Here are the Mulliken charges for atoms 1 to 8, given in e: H 0.381; C -1.130; H 0.527; N 0.474; C -0.823; H 0.497; H 0.273; C 1.555

No. 2
Molecular formula: C6H6S
Method: DFT, ωB97M-V/def2-TZVPD

Structure (XYZ):
```
13
C6H6S ωB97M-V/def2-TZVPD
C -0.898 0.945 0.121
S 2.985 0.106 0.027
C -0.643 -2.001 0.034
C -0.889 -0.498 -0.035
H -1.514 1.450 -0.579
H -1.366 1.226 1.019
C 0.393 -0.967 -0.005
H -0.804 -2.531 -0.964
C 1.366 0.097 -0.028
H -0.666 -2.785 0.869
C 0.533 1.353 -0.045
H 0.631 1.523 -1.148
H 0.872 2.082 0.733
```

F_max = 4.3 eV/Å
energy = -17149.5961 eV
LUMO = -0.41 eV
ΔE to the lowest compared entry with this formula, charge and spin = 464.1 kJ/mol
HOMO = -8.38 eV
total charge = 0
SMILES = S=C1CCC2=C1C2
HOMO-LUMO gap = 7.97 eV

Here are the Mulliken charges for atoms 1 to 8, given in e: C -0.680; S -0.314; C -0.482; C 0.058; H 0.267; H 0.295; C 0.380; H 0.148

- Which of these has the lowest HOMO?
  C6H6S

- Which value of HOMO does entry 1 give?
  -3.44 eV

- Which value of LUMO does entry 2 give?
  -0.41 eV

- Which value of HOMO-LUMO gap does entry 1 give?
  5.36 eV